1.
C5H10N3S | the ωB97M-V functional and the def2-TZVPD basis

Geometry as XYZ:
```
19
C5H10N3S, DFT the ωB97M-V functional and the def2-TZVPD basis
S -1.2887 2.6879 -1.7143
N 0.4614 -0.6276 2.0371
N -0.6403 1.4937 0.5039
N 1.6976 -0.9224 -0.9990
C -0.8462 2.7117 0.0390
C -0.7007 0.5288 -0.4427
C -0.3067 -1.3969 1.0577
C -1.0529 1.0403 -1.7038
C -0.4277 -0.8152 -0.2728
H -1.2715 -1.7368 1.5180
H 1.6964 -0.0617 -1.6640
H -0.7926 3.7277 0.6363
H 2.3410 -0.6592 -0.1800
H 0.0630 0.3813 2.1580
H 0.6630 -1.0272 3.0185
H 2.1465 -1.8203 -1.3395
H -1.1896 0.4651 -2.5235
H -0.6593 -1.5967 -1.0519
H 0.1073 -2.3725 0.9230
```

Computed properties:
Total charge: +1
E (eV): -20643.9833
Kohn-Sham gap (eV): 7.6
2S+1: 1
ΔE to the lowest compared entry with this formula, charge and spin (kJ/mol): 181.6

What are the Mulliken partial charges on each atom? They are as follows, in elementary charge units: -0.03 -0.59 -0.39 -0.74 -0.02 0.09 -0.66 -0.31 0.14 0.36 0.31 0.39 0.33 0.28 0.25 0.30 0.51 0.32 0.46

2.
C55H49AsBrN2O2PS2Sc | the ωB97M-V functional and the def2-TZVPD basis

Geometry as XYZ:
```
114
C55H49AsBrN2O2PS2Sc, DFT the ωB97M-V functional and the def2-TZVPD basis
Br 0.2072 -1.0122 -1.7777
As -2.8768 0.0347 0.2795
Sc 0.2296 -0.0490 1.1794
S 0.3392 -0.0957 5.8823
S -1.3224 -0.5819 3.3622
P 3.0071 0.3614 0.0034
O 1.0576 1.7292 1.5827
O 2.3560 3.2996 2.5063
N 1.2828 -0.1870 3.4810
N -1.3266 1.0311 0.1481
C -5.9662 -0.0577 -1.1072
C -3.2212 2.2695 2.5608
C -3.0871 -0.6021 -1.5806
C 3.6883 0.2382 3.9141
C -3.0943 1.6981 -2.7020
C -3.1034 -1.9997 -1.7077
C 0.3182 3.8189 -1.6428
C 5.7812 -0.0876 0.3840
C 3.2066 1.6209 -2.5507
C -3.1057 -2.5752 -2.9757
C 2.4770 -5.0053 -1.1796
C -2.0058 3.3994 -0.2051
C -4.4118 2.1197 1.6487
C 6.8705 -0.8214 0.8253
C 1.9809 -4.3288 -0.0354
C -3.0850 0.1916 -2.7370
C 1.3121 -3.0747 -0.1537
C -3.0809 -1.8041 -4.1272
C 3.8190 -0.6907 -2.4273
C 4.6610 0.4762 4.8682
C -3.0535 -2.4429 -5.4907
C 2.1411 -4.8999 1.2499
C -5.6960 1.0148 -0.0751
C -3.0692 -2.9344 -0.5200
C -6.7765 1.8319 0.2495
C 3.2408 2.0557 0.6737
C -1.1279 2.3206 -0.3657
C 0.8349 -2.3401 0.9907
C 0.0366 2.5704 -1.1152
C -0.5584 4.8812 -1.4547
C 3.8337 0.4376 -4.5513
C 4.2969 -1.7921 1.2045
C 3.4216 1.6023 -3.9248
C 2.1497 2.4174 1.6991
C 2.0486 0.1370 5.6780
C 5.3907 -2.5324 1.6415
C 6.6749 -2.0482 1.4540
C 3.4016 0.4784 -1.7843
C 4.4831 -0.5661 0.5717
C -5.5160 2.9246 1.9267
C 3.0239 0.3767 6.6379
C 0.1655 -0.2834 4.1473
C -3.0805 -0.4233 -3.9862
C 0.9826 -3.0065 2.1914
C 4.0324 -0.7122 -3.7947
C 2.3659 0.0616 4.3135
C -7.8745 3.7171 1.5104
C 1.6237 -4.2596 2.3357
C 4.3353 0.5442 6.2241
C 1.1604 -2.6128 -1.4925
C 2.3081 -4.4928 -2.4320
C 1.6210 -3.2718 -2.5945
C -1.7213 4.6496 -0.7371
C -6.7027 2.8159 1.2244
C -4.4661 1.1982 0.5881
H 2.9893 -5.9509 -1.0352
H 2.8692 2.5401 -2.0904
H -3.1876 3.2761 2.9803
H -8.0218 4.4373 0.7011
H 7.5279 -2.6209 1.7996
H -0.3413 5.8603 -1.8623
H 2.6843 -5.0172 -3.3022
H 4.2190 2.1968 1.1263
H -7.0443 -0.1897 -1.2082
H -3.5990 2.0906 -3.5870
H 3.9987 0.4230 -5.6219
H -2.1162 -2.8657 0.0132
H 3.9481 0.1852 2.8670
H -8.8001 3.1454 1.6100
H 5.9389 0.8623 -0.1166
H 0.6113 -2.5530 3.0995
H -7.7132 1.6816 -0.2803
H -5.5373 -1.0198 -0.8284
H 1.4591 -2.8533 -3.5803
H -2.2672 2.0746 2.0794
H 3.1429 2.7911 -0.1266
H 2.6555 -5.8511 1.3417
H -7.7221 4.2804 2.4325
H -3.8473 -2.7135 0.2119
H 5.6892 0.6160 4.5542
H -3.1975 -3.9653 -0.8542
H 5.1102 0.7360 6.9571
H -3.1050 -3.6585 -3.0601
H -2.1650 -2.1383 -6.0489
H -3.2974 1.5644 3.3892
H 3.2932 -2.1600 1.3768
H -2.9376 3.2635 0.3182
H -3.0768 0.2023 -4.8757
H -3.5997 2.0857 -1.8195
H 2.7635 0.4367 7.6878
H 5.2271 -3.4821 2.1357
H 1.7151 -4.6984 3.3243
H -2.4325 5.4539 -0.5851
H 7.8747 -0.4411 0.6773
H -3.9251 -2.1526 -6.0821
H 3.2593 2.5045 -4.5013
H -2.0826 2.1037 -2.6882
H 3.9692 -1.5982 -1.8526
H -3.0451 -3.5313 -5.4139
H 1.2208 3.9627 -2.2270
H -5.4341 3.6517 2.7293
H -5.5642 0.1915 -2.0895
H 4.3491 -1.6328 -4.2721
H 0.7073 1.7439 -1.3126
```

Computed properties:
Total charge: -1
E (eV): -247454.1110
Kohn-Sham gap (eV): 7.2
2S+1: 1
ΔE to the lowest compared entry with this formula, charge and spin (kJ/mol): 25.1

Here are the Mulliken charges for atoms 1 to 99, given in e: -0.07 1.33 -0.68 -0.43 -0.58 2.54 -0.42 -0.77 0.78 1.21 -1.33 -1.22 0.10 0.45 -1.68 0.51 -0.64 -0.30 -0.21 -1.22 -0.97 0.29 0.20 -0.87 1.80 1.66 -0.29 0.76 -0.71 -1.18 -1.71 -1.18 0.59 -1.84 -0.77 -0.91 0.46 1.39 1.01 -1.16 -0.73 0.88 -0.79 0.12 0.67 -0.95 -0.64 0.38 -0.61 -0.97 -0.44 0.38 -1.24 -0.25 -0.55 -1.41 -1.63 -1.07 -0.54 0.39 -0.77 -0.72 -0.82 0.55 0.37 0.36 0.12 0.31 0.29 0.39 0.34 0.40 0.55 0.51 0.69 0.38 0.27 0.62 0.38 0.41 0.30 0.38 0.08 0.52 -0.20 0.60 0.32 0.35 0.29 0.43 0.45 0.36 0.22 0.33 0.38 0.01 -0.12 0.41 0.07

3.
C2H5N2O2S | the ωB97M-V functional and the def2-TZVPD basis

Geometry as XYZ:
```
12
C2H5N2O2S, DFT the ωB97M-V functional and the def2-TZVPD basis
S 1.9110 0.1326 -0.4468
O 1.5021 1.2891 0.3414
O 3.2301 -0.3895 0.0629
N 0.7643 -1.1222 0.3577
N -0.8999 -0.9047 -0.0911
C -1.0945 0.3554 -0.7374
C -1.2548 0.2752 0.7218
H -0.5708 0.8068 1.2871
H -1.9857 0.5684 -1.4719
H 0.9961 -2.0555 0.0190
H -0.2556 0.8560 -1.0006
H -2.3423 0.1883 0.9580
```

Computed properties:
Total charge: -1
E (eV): -20063.0967
Kohn-Sham gap (eV): 7.8
2S+1: 1
ΔE to the lowest compared entry with this formula, charge and spin (kJ/mol): 367.6

What are the Mulliken partial charges on each atom? They are as follows, in elementary charge units: 0.46 -0.60 -0.62 -0.40 -0.42 -0.25 -0.25 0.31 0.16 0.22 0.19 0.20

4.
C5H11NO | the ωB97M-V functional and the def2-TZVPD basis

Geometry as XYZ:
```
18
C5H11NO, DFT the ωB97M-V functional and the def2-TZVPD basis
O 0.9463 -0.1605 2.0268
N -0.2313 0.8886 0.4052
C 1.2703 -0.2329 -1.2437
C -1.4007 0.1350 2.4137
C 0.9208 1.0383 -0.4679
C -0.1198 0.2632 1.6107
C 0.1250 -0.7274 -2.1230
H 2.1541 -0.0225 -1.8598
H -0.7198 -1.0671 -1.5133
H 0.4371 -1.5673 -2.7518
H -0.2383 0.0679 -2.7871
H -1.1417 1.1579 0.0691
H 1.5595 -1.0056 -0.5225
H 0.7075 1.8598 -1.1621
H -2.2646 0.6249 1.9546
H -1.2294 0.5649 3.4039
H -1.6240 -0.9266 2.5529
H 1.7685 1.3341 0.1573
```

Computed properties:
E (eV): -8901.6701
Kohn-Sham gap (eV): 10.4
2S+1: 1
ΔE to the lowest compared entry with this formula, charge and spin (kJ/mol): 2.6

What are the Mulliken partial charges on each atom? They are as follows, in elementary charge units: -0.63 -0.16 -0.34 -0.96 -0.80 0.63 -1.11 0.33 0.28 0.34 0.30 0.27 0.29 0.43 0.29 0.28 0.26 0.29